[1]
Molecular formula: C19H14BN3O7Zr
Method: DFT, ωB97M-V with the def2-TZVPD basis set

Results
HOMO energy, eV: -15.0
Spin multiplicity: 1
Calculated total energy, eV: -40674.1409
Charge: +2

Atoms and positions in Å:
C (1.47, 0.77, -1.85)
O (-2.78, 4.10, 0.97)
C (-1.96, -2.43, 0.05)
C (4.48, 2.02, 3.91)
O (-2.08, -1.74, 2.23)
C (-2.09, -3.27, -1.03)
C (-2.03, 0.69, -2.72)
C (-2.32, -2.79, 1.34)
H (2.47, 0.81, -2.27)
C (3.58, 1.71, 2.74)
C (0.28, 0.67, -2.71)
H (-2.75, -5.23, -1.56)
C (2.14, 1.11, 0.46)
H (0.92, -0.13, 1.77)
C (-0.85, 0.47, -4.79)
O (3.93, 2.08, 5.13)
O (5.65, 2.17, 3.74)
H (-1.79, -2.98, -2.03)
H (2.13, 0.52, 3.80)
H (-3.41, -5.87, 0.71)
C (-2.99, -4.89, 0.54)
O (-2.49, 2.22, -0.10)
N (1.24, 0.84, -0.60)
H (-3.14, -4.30, 2.63)
H (3.57, 2.33, -0.60)
H (1.30, 0.49, -4.58)
C (-2.62, -4.52, -0.75)
O (-0.98, 2.90, 1.26)
C (1.72, 0.62, 1.70)
C (-2.05, 0.55, -4.11)
C (2.43, 0.93, 2.85)
C (0.34, 0.54, -4.07)
H (4.91, 2.76, 1.44)
H (-0.84, 0.36, -5.87)
C (-2.85, -4.03, 1.62)
N (-2.14, 3.16, 0.73)
B (-1.57, -0.73, 1.50)
H (2.97, 2.13, 5.10)
H (-2.96, 0.77, -2.17)
N (-0.90, 0.76, -2.03)
H (-3.00, 0.50, -4.63)
C (4.00, 2.18, 1.49)
Zr (-0.78, 1.00, 0.28)
C (3.27, 1.91, 0.35)
O (-1.45, -1.12, 0.11)

=====

[2]
Molecular formula: C19H14Br2N2O3Ti
Method: DFT, ωB97M-V with the def2-TZVPD basis set

Results
HOMO energy (alpha / beta), eV: -11.0 / -11.2
Spin multiplicity: 2
Expectation value of S²: 0.753
Calculated total energy, eV: -192248.0500
Charge: +1

Atoms and positions in Å:
C (7.51, 6.64, 2.99)
Ti (11.76, 8.86, 3.17)
H (10.37, 8.85, 7.96)
C (7.41, 8.03, 3.04)
H (12.03, 7.02, 7.74)
C (14.37, 10.55, 2.92)
C (13.41, 12.78, 3.01)
O (6.43, 5.83, 3.01)
H (8.81, 4.89, 2.93)
C (15.65, 11.08, 3.06)
O (9.95, 10.08, 5.59)
N (9.81, 8.13, 2.87)
C (10.89, 9.39, 5.98)
H (12.40, 14.69, 3.04)
H (16.50, 10.42, 3.11)
C (15.81, 12.48, 3.09)
C (12.60, 7.80, 5.86)
C (9.83, 6.78, 2.78)
Br (14.22, 8.61, 2.70)
C (11.29, 9.10, 7.40)
H (16.81, 12.89, 3.12)
H (10.14, 13.73, 2.97)
C (8.57, 8.71, 3.13)
Br (11.66, 6.01, 2.65)
H (9.82, 11.22, 2.94)
H (6.45, 8.56, 3.07)
C (14.71, 13.31, 3.08)
H (11.66, 10.06, 7.79)
H (5.63, 6.29, 3.37)
C (11.91, 10.78, 2.97)
H (14.84, 14.39, 3.15)
C (8.74, 5.98, 2.91)
N (11.78, 8.69, 5.13)
C (11.01, 13.05, 2.97)
H (13.30, 8.25, 7.78)
C (12.28, 13.60, 3.01)
O (13.36, 7.00, 5.35)
C (10.83, 11.65, 2.96)
H (8.58, 9.75, 3.43)
C (12.32, 8.01, 7.33)
C (13.23, 11.37, 2.97)

=====

[3]
Molecular formula: C19H14BrIrN6O7
Method: DFT, ωB97M-V with the def2-TZVPD basis set

Results
HOMO energy (alpha / beta), eV: -6.2 / -6.2
Spin multiplicity: 2
Expectation value of S²: 0.754
Calculated total energy, eV: -116088.9329
Charge: -1

Atoms and positions in Å:
N (2.02, 0.58, 2.38)
C (-0.06, 2.71, -4.24)
H (-1.18, -3.11, 0.50)
C (-1.19, 0.89, -1.09)
H (-3.41, 3.20, -4.46)
C (-2.20, -0.44, 2.07)
N (3.00, -2.52, 3.63)
H (2.11, 2.35, 1.30)
C (-3.14, -2.89, 1.38)
C (-2.42, 2.12, -2.88)
Ir (0.49, -0.62, 0.83)
H (2.64, -0.04, 2.89)
C (-1.59, 0.90, 2.38)
H (0.85, 2.94, -4.77)
H (3.68, 1.86, 1.96)
N (5.05, -3.88, 3.32)
C (1.26, -1.78, -1.60)
H (-3.32, 1.87, -2.34)
C (2.75, 1.50, 1.52)
O (1.04, -2.27, -2.67)
H (-4.07, -0.05, 2.98)
H (0.92, 1.65, -2.65)
C (-0.02, 1.99, -3.05)
H (2.74, -0.29, -2.10)
O (-2.23, 0.50, -0.60)
Br (-1.35, 4.13, -6.34)
C (3.09, 0.80, 0.21)
C (-3.49, -0.78, 2.44)
O (4.00, 1.19, -0.51)
H (3.32, -1.68, -1.19)
O (-2.20, 1.70, 3.07)
C (-1.29, 3.13, -4.72)
C (4.07, -3.27, 3.42)
H (1.37, 1.04, 3.00)
C (-1.86, -2.49, 1.05)
C (-2.47, 2.85, -4.06)
O (0.01, 0.67, -0.65)
C (2.49, -0.96, -1.28)
O (0.48, -2.01, -0.53)
N (1.13, -2.09, 2.13)
N (-1.42, -1.28, 1.39)
C (-1.20, 1.69, -2.37)
N (2.30, -0.26, -0.03)
C (-3.97, -2.03, 2.08)
H (-3.48, -3.87, 1.08)
O (-0.38, 1.02, 1.96)
C (2.07, -2.33, 2.79)
H (-4.97, -2.33, 2.35)

=====

[4]
Molecular formula: C19H14CdCl2IN4O5S
Method: DFT, ωB97M-V with the def2-TZVPD basis set

Results
HOMO energy, eV: -4.8
Spin multiplicity: 1
Calculated total energy, eV: -84677.3918
Charge: -1

Atoms and positions in Å:
H (-2.47, -2.15, 1.49)
C (1.81, 0.83, 0.74)
H (2.12, -4.04, 1.25)
H (-0.05, -0.89, -2.45)
N (-2.48, 0.32, -2.73)
C (0.64, -2.94, 0.30)
C (-0.64, -2.43, 0.32)
C (0.18, -4.28, 2.22)
H (-1.80, -4.07, 3.03)
N (-1.72, 0.18, -3.92)
H (2.08, 1.64, -2.47)
C (2.34, 1.52, -1.41)
C (-0.45, 0.95, -4.06)
H (-4.26, 3.86, 1.43)
C (-1.16, -3.75, 2.21)
C (4.14, 1.18, 0.10)
C (2.58, 0.24, 3.27)
H (-4.29, 4.56, -0.26)
C (3.71, 1.50, -1.15)
I (-0.03, -0.17, 4.62)
Cl (-5.92, 2.89, 0.12)
N (1.45, 1.19, -0.51)
Cl (5.25, 0.26, 2.90)
C (0.04, -1.46, -1.53)
N (-0.91, -1.47, -0.66)
C (-4.30, 3.66, 0.36)
H (-3.35, 0.77, -3.02)
C (-3.11, 2.76, -0.06)
C (3.18, 0.76, 1.10)
H (-2.79, -0.59, -2.41)
H (5.14, 1.07, 0.44)
O (-0.09, 1.52, -2.96)
C (1.23, 0.27, 2.95)
C (3.61, 0.48, 2.40)
O (-3.29, 1.48, -0.16)
H (-2.27, 0.11, -4.79)
O (0.06, 0.86, -5.15)
C (1.09, -3.81, 1.28)
C (0.74, 0.61, 1.64)
H (4.32, 1.78, -2.00)
O (-2.06, 3.37, -0.25)
S (1.47, -2.33, -1.07)
O (-0.45, 0.49, 1.24)
H (0.45, -5.08, 2.88)
H (2.82, -0.09, 4.22)
Cd (-1.04, 1.17, -0.90)
C (-1.52, -2.75, 1.38)